Here is the ion C6H14IN2 with charge +1 in a non-equilibrium geometry from OMol25. Energies are from wB97M-V/def2-TZVPD.

Summary:
F_max = 5.115 eV/A
ΔE to the lowest compared entry with this formula, charge and spin = 59.9 kcal/mol
SMILES string = C/N=C(\I)C[N+](C)(C)C
HOMO = -13.09 eV
E = -17520.4646 eV
Kohn-Sham gap = 0.3762 hartree

```
! RIJCOSX wB97M-V def2-TZVPD def2/J DEFGRID3
* xyz 1 1
C -2.31210 -1.01974 -2.32928
N -1.20784 -0.56021 -1.41901
C -0.80138 0.61077 -1.36774
I -1.09960 2.44580 -2.33683
C 0.70063 0.92055 -0.39524
N 0.74900 0.19971 0.87237
C -0.23207 0.71687 1.75977
C 0.53453 -1.20321 0.64501
C 2.14279 0.19762 1.39318
H -2.93284 -1.69774 -1.83639
H -1.89594 -1.63151 -3.20119
H -2.67059 -0.15072 -2.87264
H 0.52700 2.04705 -0.37967
H 1.44540 0.51200 -1.01580
H -0.13063 1.68017 2.18773
H -1.28325 0.65962 1.34753
H -0.21976 0.06164 2.64890
H 1.20778 -1.68263 -0.03751
H 0.57315 -1.76550 1.61613
H -0.40526 -1.23275 0.08985
H 2.83536 -0.21965 0.72076
H 2.42325 1.30967 1.51812
H 2.05237 -0.19781 2.39194
*
```

Atom charges from the Mulliken analysis, given in e for atoms 1 to 8: number 1, C, carries -0.8763; number 2, N, carries -0.2950; number 3, C, carries 0.1522; number 4, I, carries 0.1914; number 5, C, carries -0.8791; number 6, N, carries -0.0622; number 7, C, carries -0.8268; number 8, C, carries -0.9558

Here is an isolated molecule of C3H4N2O3 in a non-equilibrium geometry from OMol25. Energies are from wB97M-V/def2-TZVPD.

Summary:
F_max = 6.843 eV/A
ΔE to the lowest compared entry with this formula, charge and spin = 40.1 kcal/mol
SMILES string = NC(=O)C(=O)NC=O
HOMO = -10.53 eV
E = -12297.2567 eV
Kohn-Sham gap = 0.3536 hartree

```
! RIJCOSX wB97M-V def2-TZVPD def2/J DEFGRID3
* xyz 0 1
N 0.99226 0.66375 -1.24923
C 1.29795 -0.09388 -0.05745
O 2.44682 -0.42360 0.30479
C 0.15798 -0.45999 0.89070
O 0.20428 -1.04234 1.94041
N -1.16750 -0.14244 0.53589
C -1.95912 0.61285 -0.39381
O -1.74522 0.71294 -1.69171
H 1.72462 0.57269 -1.89918
H -0.00064 0.65945 -1.76933
H -1.73402 -0.01791 1.44900
H -2.99126 0.80668 0.14826
*
```

Atom charges from the Mulliken analysis, given in e for atoms 1 to 8: number 1, N, carries -0.4476; number 2, C, carries 0.3604; number 3, O, carries -0.5392; number 4, C, carries 0.5759; number 5, O, carries -0.5098; number 6, N, carries -0.2292; number 7, C, carries 0.2974; number 8, O, carries -0.6182

Here is a structure of composition C32H53NP2Sm in a non-equilibrium geometry from OMol25. Energies are from wB97M-V/def2-TZVPD.

Summary:
F_max = 8.526 eV/A
HOMO (spin up / spin down) = -10.05 / -10.04 eV
E = -72003.7630 eV
Kohn-Sham gap (spin up / spin down) = 0.2667 / 0.2738 hartree

```
! RIJCOSX wB97M-V def2-TZVPD def2/J DEFGRID3
* xyz 1 6
Sm -0.05000 -0.14004 0.12542
C 1.52581 1.30684 1.04358
C 0.58708 2.14082 0.29426
C -0.64693 0.97872 1.95613
C 0.77283 0.57453 2.07038
C -0.74688 1.95607 0.86293
C 2.99594 1.23650 0.83586
H 3.26644 1.50673 -0.18563
H 3.39595 0.24361 1.05769
H 3.46612 1.95575 1.51560
C 1.29856 -0.41484 3.02990
H 2.30261 -0.74538 2.75924
H 0.65926 -1.30202 3.09266
H 1.32885 0.04147 4.01822
C -1.74991 0.44523 2.78204
H -1.80037 1.02915 3.70696
H -1.58193 -0.60034 3.04216
H -2.71826 0.51707 2.27683
C -1.98785 2.65697 0.43958
H -2.11656 3.53241 1.08486
H -2.87445 2.02494 0.53940
H -1.91582 3.00258 -0.59231
C 0.95001 3.11440 -0.77716
H 1.10047 4.09503 -0.31139
H 0.16111 3.21204 -1.52704
H 1.87557 2.83120 -1.28114
C 1.89846 -3.10919 -6.28704
C 2.58083 -1.95854 -6.35569
C 2.44439 -0.81346 -7.31391
C 1.11879 -0.71597 -8.10830
C -0.09011 -0.60060 -7.22739
C -0.79525 -1.57384 -6.63574
C -0.61341 -3.06149 -6.68742
C 0.76788 -3.58543 -7.15061
H 3.28532 -0.82238 -8.02757
H 1.04131 -1.55601 -8.80735
H 2.56677 0.11791 -6.73468
H 0.92363 -3.34153 -8.20724
H 2.18229 -3.80315 -5.48093
H 3.38422 -1.81955 -5.62058
H 0.72877 -4.69001 -7.09682
H -0.80741 -3.45250 -5.67358
H -1.65761 -1.25920 -6.03419
H -1.39425 -3.51013 -7.32477
H 1.18345 0.19424 -8.73405
H -0.41742 0.43274 -7.03353
P 1.33242 -1.16340 -1.75582
C 2.22531 -2.57048 -1.28752
C 2.27623 -0.15236 -2.80631
P -1.46951 -0.36348 -1.97473
C -0.25417 -1.62300 -2.62265
C -1.57799 0.94847 -3.11233
C -3.02623 -1.07315 -1.69953
H 1.72651 -3.13964 -0.49536
H 3.20663 -2.24858 -0.91539
H 2.34038 -3.18446 -2.17699
H 2.37393 -0.69428 -3.74819
H 3.26789 -0.01652 -2.35160
H 1.84396 0.84210 -2.98572
H -3.34270 -1.51227 -2.64631
H -3.72605 -0.27928 -1.40082
H -3.00107 -1.83293 -0.90395
H -0.56559 -2.61502 -2.26855
H -0.16411 -1.61409 -3.72077
H -2.40763 1.60061 -2.80419
H -1.80172 0.49962 -4.08041
H -0.66886 1.56251 -3.18174
C -4.77085 -2.78858 3.78070
N -3.34650 -2.93308 3.52220
C -2.55105 -2.30151 4.57526
C -2.93216 -2.68366 2.10333
C -1.49740 -3.14229 1.89033
C -1.29432 -4.43491 2.41220
C -0.02625 -4.99458 2.52915
C 1.06223 -4.24652 2.12523
C 0.83968 -2.97534 1.55518
C -0.43775 -2.44005 1.33935
H -5.07884 -1.72754 3.66275
H -5.00098 -3.09887 4.80720
H -5.35588 -3.41992 3.10279
H -1.47066 -2.38778 4.40683
H -2.83288 -1.23356 4.70792
H -2.74963 -2.78875 5.54528
H -3.58799 -3.30340 1.45207
H -3.11467 -1.63147 1.79434
H -2.12494 -5.02238 2.82100
H 0.11533 -5.98143 2.96702
H 2.07694 -4.63230 2.25941
H 1.76184 -2.41926 1.32469
*
```

Atom charges from the Mulliken analysis, given in e for atoms 1 to 8: number 1, Sm, carries -0.8392; number 2, C, carries 0.5278; number 3, C, carries 0.4987; number 4, C, carries 1.0470; number 5, C, carries 0.6682; number 6, C, carries 0.3802; number 7, C, carries -1.4929; number 8, H, carries 0.3056

Here is a structure of composition C11H23BF4O10Ti in a non-equilibrium geometry from OMol25. Energies are from wB97M-V/def2-TZVPD.

Summary:
F_max = 1.564 eV/A
HOMO (spin up / spin down) = -0.97 / -3.86 eV
E = -66921.8713 eV
Kohn-Sham gap (spin up / spin down) = 0.1182 / 0.2236 hartree

```
! RIJCOSX wB97M-V def2-TZVPD def2/J DEFGRID3
* xyz -1 4
Ti -6.06230 -16.65029 -12.76538
C -4.30687 -13.38739 -14.91525
C -5.52431 -14.14072 -14.35591
O -5.78284 -15.39426 -14.86540
H -4.41719 -13.23160 -15.99237
H -3.39979 -13.97434 -14.73242
H -4.06019 -12.43209 -14.43689
H -6.40282 -13.46644 -14.42359
H -5.26671 -14.22516 -13.27192
B -3.51432 -18.30640 -14.52422
F -3.84781 -18.11136 -15.85935
F -2.43907 -17.46465 -14.12637
F -4.67193 -17.97444 -13.75792
F -3.10550 -19.63648 -14.31743
C -2.99042 -14.75483 -8.20331
O -4.03143 -15.29807 -9.01584
C -3.77306 -15.56579 -10.29175
O -4.43713 -16.31249 -10.94099
O -2.69405 -14.91400 -10.74681
C -2.40375 -15.09781 -12.13536
H -2.70285 -13.79261 -8.62489
H -2.12103 -15.39687 -8.07968
H -3.43404 -14.55856 -7.22962
H -3.12061 -15.68187 -12.71426
H -1.48444 -15.66575 -12.29114
H -2.34229 -14.09683 -12.56036
C -7.65816 -14.37379 -9.20554
O -8.70578 -14.03023 -10.11139
C -8.60181 -14.47369 -11.36694
O -7.84877 -15.33572 -11.73347
O -9.47232 -13.82982 -12.11497
C -9.64782 -14.35981 -13.44594
H -7.89352 -15.26196 -8.61956
H -7.60032 -13.49255 -8.56796
H -6.71540 -14.52199 -9.73217
H -9.73718 -15.43899 -13.46435
H -8.81735 -14.00160 -14.05531
H -10.52144 -13.83681 -13.82951
C -9.53339 -18.26270 -12.08614
O -9.21619 -18.20033 -10.70406
C -7.92179 -18.25006 -10.40982
O -7.02848 -18.40915 -11.20008
O -7.78878 -18.21536 -9.10544
C -6.47039 -18.04176 -8.59425
H -9.35238 -19.25599 -12.49916
H -8.93043 -17.53167 -12.62851
H -10.59314 -18.06372 -12.23622
H -6.42460 -18.53769 -7.62335
H -6.28223 -16.98658 -8.41269
H -5.68166 -18.51306 -9.17476
*
```

Atom charges from the Mulliken analysis, given in e for atoms 1 to 8: number 1, Ti, carries 0.7316; number 2, C, carries -1.2889; number 3, C, carries 0.7346; number 4, O, carries -0.8944; number 5, H, carries 0.3600; number 6, H, carries 0.1990; number 7, H, carries 0.3126; number 8, H, carries 0.0207

Here is an isolated molecule of C2H3NOS2 from OMol25. Energies are from wB97M-V/def2-TZVPD.

Summary:
F_max = 0.476 eV/A
ΔE to the lowest compared entry with this formula, charge and spin = 57.3 kcal/mol
SMILES string = ON(C=S)C=S
HOMO = -9.09 eV
E = -27328.2905 eV
Kohn-Sham gap = 0.3008 hartree

```
! RIJCOSX wB97M-V def2-TZVPD def2/J DEFGRID3
* xyz 0 1
O 0.00515 1.31971 -0.17074
N -0.00121 -0.03833 -0.06912
C -1.21265 -0.69333 -0.03348
S -2.66908 -0.00124 0.05246
C 1.20621 -0.69616 -0.03564
S 2.66878 -0.00201 0.05314
H 0.00236 1.65662 0.73393
H -1.06824 -1.77032 -0.07526
H 1.07649 -1.78661 -0.08376
*
```

Atom charges from the Mulliken analysis, given in e for atoms 1 to 8: number 1, O, carries -0.3469; number 2, N, carries 0.2409; number 3, C, carries -0.0727; number 4, S, carries -0.2448; number 5, C, carries -0.0788; number 6, S, carries -0.2417; number 7, H, carries 0.3358; number 8, H, carries 0.2068